1.
{"formula": "C42H48F13N3O45", "method": "ωB97M-V/def2-TZVPD", "homo_ev": -10.656, "charge": 0, "total_energy_ev": -176258.3978, "orbital_gap_ev": 10.67, "species": ["C", "C", "O", "C", "O", "O", "F", "H", "H", "H", "C", "C", "O", "C", "O", "O", "F", "H", "H", "H", "C", "C", "O", "C", "O", "O", "F", "H", "H", "H", "C", "C", "O", "C", "O", "O", "F", "H", "H", "H", "C", "C", "O", "C", "O", "O", "F", "H", "H", "H", "C", "C", "O", "C", "O", "O", "F", "H", "H", "H", "C", "C", "O", "C", "O", "O", "F", "H", "H", "H", "C", "C", "O", "C", "O", "O", "F", "H", "H", "H", "C", "C", "O", "C", "O", "O", "F", "H", "H", "H", "C", "C", "O", "C", "O", "O", "F", "H", "H", "H", "C", "C", "O", "C", "O", "O", "F", "H", "H", "H", "C", "C", "O", "C", "O", "O", "F", "H", "H", "H", "C", "C", "O", "C", "O", "O", "F", "H", "H", "H", "C", "N", "O", "O", "H", "H", "H", "C", "N", "O", "O", "H", "H", "H", "C", "N", "O", "O", "H", "H", "H"], "positions_angstrom": [[3.3334, 7.0948, 1.2894], [2.2317, 6.5177, 2.1849], [1.5007, 7.6361, 2.5977], [2.1169, 8.8097, 2.3042], [1.7432, 9.8902, 2.7275], [3.2999, 8.5036, 1.6556], [2.7391, 6.0042, 3.3269], [3.0529, 7.0715, 0.2364], [4.3142, 6.6349, 1.4102], [1.5895, 5.7770, 1.7083], [-2.2615, -2.7523, 5.6655], [-3.2808, -1.7149, 5.9760], [-3.1567, -0.8727, 4.8115], [-1.9497, -0.9653, 4.3571], [-1.5077, -0.1111, 3.6350], [-1.3086, -1.9829, 4.8977], [-3.0592, -1.0060, 7.0421], [-2.7034, -3.6424, 5.2178], [-1.7061, -3.0401, 6.5581], [-4.2966, -2.1084, 6.0116], [3.6984, 4.0760, -1.0480], [3.8035, 2.9640, -0.0827], [3.4788, 1.8771, -0.9769], [2.7777, 2.3364, -2.0017], [2.4178, 1.7105, -2.9739], [2.6162, 3.6620, -1.8322], [2.9298, 3.0548, 0.9133], [4.5887, 4.2659, -1.6475], [3.3592, 5.0353, -0.6574], [4.8029, 2.9127, 0.3492], [1.4807, -3.2665, 1.0061], [1.7927, -4.7565, 1.2819], [0.5345, -5.3109, 1.6220], [-0.3384, -4.2875, 1.9187], [-1.3938, -4.5238, 2.4813], [0.1426, -3.1442, 1.4943], [2.5102, -4.7893, 2.3831], [1.4184, -3.0942, -0.0684], [2.2538, -2.6015, 1.3909], [2.3541, -5.1569, 0.4377], [-3.5134, -6.5606, -0.7076], [-3.4887, -6.2950, -2.1943], [-2.3861, -5.3784, -2.2760], [-1.6025, -5.4911, -1.2065], [-0.5763, -4.8379, -1.0489], [-2.1751, -6.3662, -0.3041], [-4.6439, -5.6964, -2.5706], [-3.8550, -7.5499, -0.4033], [-4.1164, -5.8818, -0.1045], [-3.2774, -7.1354, -2.8555], [0.9228, -4.0907, -4.9551], [2.2383, -4.6985, -5.4225], [2.8191, -5.1078, -4.2389], [2.2177, -4.4805, -3.2088], [2.5387, -4.5959, -2.0396], [1.2795, -3.6272, -3.6340], [2.8897, -3.7382, -6.1213], [0.1505, -4.8582, -4.9041], [0.5543, -3.3375, -5.6515], [2.0556, -5.5517, -6.0758], [5.9605, -1.2500, 3.2820], [5.7587, 0.0107, 2.4237], [6.0218, -0.4413, 1.0951], [6.5380, -1.6762, 1.1672], [7.1875, -2.1684, 0.2409], [6.5130, -2.1454, 2.3883], [6.7730, 0.8054, 2.7046], [5.0279, -1.7352, 3.5700], [6.6206, -1.0500, 4.1261], [4.7939, 0.5148, 2.4807], [5.4670, -2.0784, -2.9402], [4.6884, -0.9557, -2.3190], [5.4483, 0.1733, -2.5902], [6.2609, -0.1138, -3.6844], [6.8889, 0.7249, -4.3367], [6.1277, -1.4274, -4.0223], [4.4764, -0.9462, -1.0349], [4.9219, -2.9415, -3.3222], [6.2946, -2.3471, -2.2836], [3.7081, -1.0838, -2.7779], [0.9571, 1.6929, 4.9226], [1.1094, 2.2571, 3.5187], [1.9124, 1.3205, 2.7794], [2.2141, 0.3095, 3.6600], [2.7986, -0.7429, 3.3130], [1.7032, 0.5310, 4.8946], [1.7133, 3.4449, 3.5211], [-0.0606, 1.3938, 5.1733], [1.2433, 2.3928, 5.7077], [0.1661, 2.4367, 3.0029], [-0.1842, 6.1813, 5.5045], [-1.5763, 6.7770, 5.3548], [-2.3163, 5.6092, 5.0293], [-1.5521, 4.6744, 4.3745], [-1.9402, 3.7086, 3.7609], [-0.2624, 5.0503, 4.5807], [-1.6020, 7.6141, 4.2664], [0.0399, 5.9894, 6.5538], [0.6593, 6.7668, 5.1387], [-1.9090, 7.2433, 6.2822], [-3.3700, -2.2755, -2.0852], [-2.9471, -2.3690, -0.6635], [-3.9020, -3.2579, -0.0180], [-4.9242, -3.2921, -0.7503], [-6.0628, -3.6323, -0.3680], [-4.6465, -2.6921, -1.9400], [-2.9927, -1.1453, -0.0735], [-2.7754, -2.9833, -2.6627], [-3.2062, -1.3162, -2.5760], [-1.9358, -2.7736, -0.6244], [-2.2219, 2.9353, -2.1780], [-3.1253, 3.8440, -1.3778], [-2.2300, 4.4632, -0.4259], [-1.1143, 3.7271, -0.3240], [-0.1414, 3.8046, 0.4047], [-1.1410, 2.7658, -1.2973], [-3.9578, 3.0136, -0.8010], [-1.9329, 3.4101, -3.1155], [-2.6494, 1.9888, -2.5090], [-3.6594, 4.5791, -1.9798], [-6.4343, -1.5246, -4.8482], [-6.0968, -2.9584, -5.1854], [-4.7514, -2.8484, -5.2949], [-4.3406, -1.5763, -5.4661], [-3.2282, -1.2205, -5.8130], [-5.4000, -0.7403, -5.3040], [-6.6660, -3.4228, -6.2813], [-6.6157, -1.3810, -3.7830], [-7.3514, -1.3274, -5.4034], [-6.3410, -3.6106, -4.3469], [-0.2099, 0.0766, -5.3012], [-1.1667, 1.2054, -5.4353], [-1.0391, 1.8638, -6.4248], [-1.9520, 1.4438, -4.5717], [0.7840, 0.4488, -5.0527], [-0.0884, -0.1904, -6.3510], [-0.6802, -0.7549, -4.7763], [-4.2197, 1.4222, 2.3176], [-5.5412, 2.1059, 2.2529], [-6.3551, 1.7164, 3.0630], [-5.7041, 3.0319, 1.4162], [-4.4411, 0.3618, 2.1962], [-3.8598, 1.6666, 3.3170], [-3.6340, 1.8641, 1.5115], [0.3244, 0.3185, -0.0702], [0.1109, -0.5306, -1.3165], [-0.8833, -0.2649, -1.9898], [1.0433, -1.2729, -1.6323], [-0.5649, 0.1966, 0.5482], [0.5808, 1.3596, -0.2659], [1.1168, -0.1995, 0.4700]]}



2.
{"formula": "C42H49BF3N6O5", "method": "ωB97M-V/def2-TZVPD", "homo_ev": -5.578, "charge": -1, "total_energy_ev": -72355.6653, "orbital_gap_ev": 7.76, "species": ["C", "C", "C", "O", "C", "C", "O", "B", "C", "C", "F", "F", "F", "O", "C", "O", "C", "C", "O", "C", "C", "H", "H", "H", "H", "H", "H", "H", "H", "H", "H", "H", "H", "H", "H", "H", "H", "H", "H", "H", "N", "C", "C", "C", "C", "C", "H", "H", "H", "H", "H", "N", "C", "C", "C", "C", "C", "H", "H", "H", "H", "H", "N", "C", "C", "C", "C", "C", "H", "H", "H", "H", "H", "N", "C", "C", "C", "C", "C", "H", "H", "H", "H", "H", "N", "C", "C", "C", "C", "C", "H", "H", "H", "H", "H", "N", "C", "C", "C", "C", "C", "H", "H", "H", "H", "H"], "positions_angstrom": [[-1.2757, 0.7679, -1.5620], [-1.8976, -0.1873, -1.9382], [-2.8050, -1.3079, -2.3235], [-4.1434, -0.8936, -2.3078], [-4.5784, -0.0718, -3.3725], [-4.1531, 1.3906, -3.3202], [-2.6642, -2.3136, -1.3665], [-1.4111, -3.0660, -1.7095], [-1.7199, -4.6648, -1.5699], [-0.1501, -2.7320, -0.6757], [0.7427, -3.7622, -0.5357], [-0.5783, -2.4850, 0.5981], [0.6525, -1.6644, -0.9878], [-1.0888, -2.5755, -3.0855], [-2.2438, -2.0396, -3.6008], [-3.0440, -3.1250, -4.0411], [-3.9711, -2.9201, -5.0663], [-5.4482, -2.9729, -4.5782], [-5.4744, -3.4245, -3.2587], [-6.7046, -3.1909, -2.6088], [-6.6204, -3.7743, -1.1977], [-0.7341, 1.6235, -1.2395], [-5.6695, -0.1041, -3.3211], [-4.2993, -0.4837, -4.3461], [-4.5920, 1.9131, -2.4704], [-3.0746, 1.5185, -3.3143], [-4.5301, 1.8774, -4.2274], [-2.7200, -4.8637, -1.9634], [-1.0057, -5.2632, -2.1442], [-1.7039, -5.0044, -0.5291], [-2.0197, -1.3818, -4.4523], [-3.8364, -3.7194, -5.8008], [-3.7906, -1.9740, -5.5904], [-6.0283, -3.6539, -5.2215], [-5.9205, -1.9844, -4.6672], [-7.5131, -3.6708, -3.1800], [-6.8881, -2.1107, -2.5627], [-5.5864, -3.9889, -0.9396], [-7.0192, -3.0374, -0.4990], [-7.2457, -4.6644, -1.1191], [5.1852, 1.8228, -0.2228], [5.0749, 0.4934, -0.2152], [3.9192, -0.1846, -0.5627], [2.8072, 0.5520, -0.9387], [2.9088, 1.9341, -0.9650], [4.1125, 2.5203, -0.6002], [5.9612, -0.0482, 0.0958], [3.8816, -1.2656, -0.5289], [1.8853, 0.0535, -1.2025], [2.0676, 2.5524, -1.2489], [4.2198, 3.5983, -0.5918], [8.9516, 0.0106, 3.4154], [8.8856, -1.3141, 3.5427], [7.7529, -2.0606, 3.2530], [6.6216, -1.3926, 2.8137], [6.6690, -0.0153, 2.6869], [7.8544, 0.6372, 2.9921], [9.7915, -1.7999, 3.8898], [7.7597, -3.1361, 3.3672], [5.7192, -1.9369, 2.5685], [5.8087, 0.5461, 2.3504], [7.9312, 1.7149, 2.8932], [-9.4161, -1.5414, 0.1031], [-9.0312, -1.0181, 1.2645], [-9.5467, -1.4107, 2.4913], [-10.5158, -2.4001, 2.5125], [-10.9256, -2.9558, 1.3111], [-10.3446, -2.4939, 0.1396], [-8.2671, -0.2509, 1.2060], [-9.1910, -0.9534, 3.4044], [-10.9413, -2.7360, 3.4497], [-11.6760, -3.7341, 1.2797], [-10.6316, -2.9097, -0.8204], [7.3430, 6.8252, 1.5319], [8.1244, 6.6115, 0.4738], [8.1123, 5.4397, -0.2673], [7.2415, 4.4270, 0.1075], [6.4236, 4.6321, 1.2056], [6.5131, 5.8421, 1.8792], [8.7934, 7.4243, 0.2103], [8.7698, 5.3256, -1.1188], [7.1893, 3.4934, -0.4380], [5.7278, 3.8683, 1.5257], [5.8833, 6.0398, 2.7406], [2.8210, 5.3704, 0.6890], [1.7649, 5.2548, 1.4915], [1.2307, 6.3145, 2.2093], [1.8288, 7.5590, 2.0906], [2.9312, 7.6937, 1.2618], [3.3837, 6.5721, 0.5834], [1.3300, 4.2633, 1.5608], [0.3694, 6.1638, 2.8456], [1.4433, 8.4100, 2.6378], [3.4345, 8.6435, 1.1441], [4.2458, 6.6314, -0.0729], [2.8098, -2.6492, 4.9627], [3.2243, -1.8918, 3.9475], [2.5917, -1.8395, 2.7135], [1.4621, -2.6181, 2.5130], [1.0178, -3.4104, 3.5597], [1.7217, -3.3897, 4.7554], [4.1061, -1.2919, 4.1419], [2.9724, -1.2000, 1.9267], [0.9380, -2.6063, 1.5642], [0.1406, -4.0335, 3.4504], [1.4001, -3.9978, 5.5947]]}



Number 1: LUMO level 0.01 eV, F_max 0.1316 Eh/bohr. Number 2: LUMO level 2.18 eV, F_max 0.0228 Eh/bohr.